No. 1
# C65H141N3O6P2

A cluster of 8 separate species, C65H141N3O6P2 in total in a non-equilibrium geometry (ωB97M-V/def2-TZVPD, the OMol25 dataset).

Summary:
LUMO: -3.51 eV
net charge: +2

```
217
Properties=species:S:1:pos:R:3:mulliken_charge:R:1
C -0.82 -3.76 -3.01 -0.789
C -0.22 -4.54 -4.18 -1.273
C 1.31 -4.41 -4.40 0.273
C 1.77 -4.97 -5.82 -1.230
N 3.24 -4.96 -6.20 0.240
C 3.46 -5.80 -7.53 -0.512
C 4.79 -5.30 -8.02 -0.774
C 4.84 -3.80 -7.69 -0.541
C 3.68 -3.57 -6.74 -0.100
C 4.01 -5.42 -4.95 -0.716
H -0.62 -4.26 -2.06 0.294
H -1.91 -3.70 -3.07 0.555
H -0.40 -2.76 -2.89 -0.031
H -0.83 -4.33 -5.06 0.489
H -0.52 -5.57 -4.00 0.376
H 1.81 -4.96 -3.61 0.406
H 1.68 -3.38 -4.36 0.137
H 1.30 -4.43 -6.64 0.352
H 1.47 -5.99 -6.09 0.554
H 3.23 -6.85 -7.32 0.381
H 2.65 -5.45 -8.18 0.404
H 5.70 -5.67 -7.55 0.281
H 4.97 -5.51 -9.07 0.450
H 5.85 -3.43 -7.51 0.367
H 4.54 -3.34 -8.63 0.286
H 3.86 -2.83 -5.96 -0.196
H 2.82 -3.15 -7.27 0.425
H 3.87 -4.55 -4.31 0.172
H 5.05 -5.60 -5.23 0.402
H 3.45 -6.31 -4.66 0.321
C 0.88 1.36 6.05 -0.903
C 1.85 2.54 5.74 -0.861
C 2.16 2.75 4.24 1.236
C 2.73 4.14 3.97 -1.389
N 3.00 4.40 2.47 0.551
C 4.06 3.39 1.91 0.676
C 5.47 3.89 2.31 -0.839
C 5.32 5.42 2.38 -0.799
C 3.81 5.73 2.35 -0.497
C 1.68 4.36 1.69 -0.668
H 0.06 1.37 5.34 0.258
H 0.45 1.50 7.05 0.454
H 1.33 0.38 5.90 -0.041
H 2.77 2.30 6.27 0.352
H 1.52 3.48 6.18 0.541
H 1.25 2.63 3.65 0.171
H 2.90 2.02 3.93 -0.462
H 3.68 4.31 4.48 0.430
H 2.10 4.93 4.36 0.429
H 4.03 3.45 0.82 -0.114
H 3.87 2.35 2.19 -0.290
H 6.16 3.50 1.56 0.557
H 5.67 3.53 3.32 0.285
H 5.83 5.83 1.50 0.291
H 5.80 5.79 3.28 0.366
H 3.64 6.32 1.45 0.291
H 3.54 6.40 3.16 0.320
H 0.90 4.99 2.12 0.232
H 1.47 3.29 1.73 0.343
H 1.86 4.87 0.75 0.073
C -1.28 0.79 -2.78 -0.279
C -0.72 2.17 -3.29 -1.602
C 0.80 2.28 -2.98 2.038
C 1.60 3.35 -3.78 -1.474
N 3.06 3.64 -3.20 0.984
C 2.79 4.21 -1.74 -0.712
C 3.77 5.40 -1.61 -0.240
C 3.63 6.03 -3.02 -0.865
C 3.66 4.81 -4.02 -0.571
C 3.96 2.46 -3.20 -0.830
H -0.71 -0.01 -3.26 0.371
H -2.36 0.80 -2.94 0.593
H -1.21 0.77 -1.69 -0.447
H -1.19 3.07 -2.90 0.493
H -0.99 2.28 -4.34 0.396
H 1.31 1.34 -3.19 -0.510
H 0.94 2.48 -1.92 -0.315
H 1.04 4.28 -3.85 0.434
H 1.73 3.04 -4.81 0.536
H 3.04 3.37 -1.09 0.020
H 1.75 4.51 -1.63 0.511
H 4.81 5.10 -1.51 0.297
H 3.46 6.06 -0.80 0.204
H 4.40 6.76 -3.25 0.440
H 2.62 6.43 -3.10 0.333
H 4.68 4.62 -4.34 0.395
H 2.99 5.06 -4.84 0.327
H 3.50 1.69 -2.59 -0.037
H 4.82 2.95 -2.72 0.464
H 4.24 2.19 -4.22 0.350
C -9.28 -1.75 -2.80 -1.582
C -9.23 -0.50 -1.95 -0.086
C -8.22 0.56 -2.39 -0.786
C -8.29 1.99 -1.84 -1.083
P -7.36 2.33 -0.41 0.498
C -7.78 4.00 0.03 -0.919
C -7.18 4.99 -1.06 -0.755
C -7.42 6.51 -0.61 -0.488
C -6.76 7.50 -1.60 -1.310
C -8.01 1.49 1.04 -1.001
C -9.49 1.19 1.16 -0.602
C -9.99 1.03 2.60 -0.590
C -11.49 1.07 2.69 -1.325
C -5.52 2.02 -0.48 -0.346
C -4.68 2.23 0.81 -0.707
C -3.12 2.07 0.69 -0.018
C -2.34 1.49 1.79 -1.070
H -8.32 -2.08 -3.19 0.315
H -9.97 -1.51 -3.61 0.384
H -9.76 -2.59 -2.31 0.413
H -8.91 -0.82 -0.96 0.244
H -10.23 -0.11 -1.76 0.402
H -8.24 0.65 -3.48 0.576
H -7.21 0.13 -2.37 0.061
H -9.23 2.38 -1.44 0.620
H -8.05 2.85 -2.46 0.680
H -7.24 4.16 0.96 0.622
H -8.84 4.18 0.18 0.595
H -7.80 4.88 -1.95 0.292
H -6.16 4.70 -1.30 0.345
H -6.93 6.70 0.34 0.358
H -8.50 6.62 -0.55 0.370
H -5.67 7.43 -1.58 0.309
H -7.10 8.49 -1.29 0.395
H -7.07 7.37 -2.63 0.348
H -7.68 2.15 1.84 0.524
H -7.37 0.61 1.07 0.779
H -9.78 0.35 0.53 0.053
H -10.09 2.01 0.77 0.381
H -9.68 1.82 3.29 0.401
H -9.56 0.15 3.07 0.395
H -11.80 1.17 3.73 0.400
H -11.84 0.09 2.35 0.302
H -11.86 1.93 2.13 0.339
H -5.06 2.60 -1.28 0.708
H -5.48 1.01 -0.88 -0.319
H -5.06 1.51 1.54 0.353
H -4.76 3.23 1.23 0.274
H -2.69 3.01 0.34 0.567
H -3.01 1.40 -0.16 -0.215
H -2.34 2.22 2.60 0.510
H -1.32 1.55 1.42 0.043
H -2.73 0.49 1.99 0.273
C 7.30 -0.04 4.82 -1.553
C 5.83 0.00 4.47 0.047
C 5.18 -1.46 4.39 -0.783
C 3.68 -1.27 4.31 -0.496
P 2.62 -2.69 4.08 1.602
C 0.88 -2.28 4.44 -0.220
C -0.09 -3.20 3.79 -1.152
C -1.50 -2.54 3.67 -0.146
C -2.32 -3.15 2.58 -1.290
C 3.03 -3.94 5.34 -1.157
C 2.60 -5.40 5.06 -0.354
C 3.00 -6.44 6.15 -0.675
C 4.49 -6.62 6.33 -1.263
C 2.77 -3.37 2.37 0.244
C 4.30 -3.48 1.81 -0.916
C 4.58 -4.31 0.54 -1.233
C 4.03 -3.61 -0.73 -0.458
H 7.47 -0.51 5.79 0.374
H 7.72 0.96 4.87 0.409
H 7.93 -0.63 4.16 0.354
H 5.77 0.54 3.52 0.151
H 5.22 0.56 5.18 0.171
H 5.44 -1.96 5.33 0.412
H 5.58 -1.98 3.52 0.209
H 3.48 -0.64 3.44 -0.055
H 3.31 -0.67 5.15 0.484
H 0.83 -1.27 4.01 -0.268
H 0.96 -2.13 5.52 0.785
H -0.27 -4.08 4.41 0.231
H 0.29 -3.68 2.89 0.561
H -1.33 -1.48 3.49 0.141
H -2.02 -2.64 4.62 0.383
H -1.95 -2.84 1.61 0.072
H -3.33 -2.77 2.75 0.466
H -2.33 -4.24 2.70 0.432
H 2.48 -3.70 6.24 0.595
H 4.06 -3.80 5.68 0.428
H 3.05 -5.75 4.13 0.321
H 1.52 -5.49 4.98 -0.007
H 2.54 -7.40 5.90 0.409
H 2.55 -6.23 7.11 0.386
H 4.60 -7.36 7.13 0.392
H 5.02 -5.75 6.70 0.297
H 5.18 -7.11 5.63 0.351
H 2.25 -2.64 1.75 -0.687
H 2.35 -4.37 2.34 0.835
H 4.89 -3.89 2.63 0.546
H 4.74 -2.50 1.69 0.340
H 4.12 -5.30 0.59 0.376
H 5.62 -4.51 0.28 0.422
H 4.41 -2.58 -0.77 0.290
H 2.99 -3.36 -0.50 0.177
H 4.26 -4.15 -1.65 0.188
C 0.64 -0.85 -0.22 0.965
C 1.71 0.15 0.35 -0.103
O 1.72 0.32 1.60 -0.666
O 2.35 0.93 -0.44 -0.486
H 0.74 -1.83 0.25 0.123
H 0.78 -1.06 -1.28 -0.303
H -0.32 -0.35 -0.11 -0.858
C 3.46 -1.09 -3.12 0.509
C 4.79 -1.41 -3.71 0.045
O 5.26 -2.57 -3.60 -0.718
O 5.27 -0.45 -4.28 -0.736
H 2.72 -1.89 -3.11 -0.320
H 3.00 -0.20 -3.55 0.274
H 3.61 -0.96 -2.05 -0.186
C -3.06 -1.91 -1.15 0.637
C -4.58 -1.83 -1.24 0.055
O -5.16 -1.30 -0.27 -0.688
O -5.20 -2.28 -2.23 -0.762
H -2.65 -2.85 -0.78 0.285
H -2.80 -1.04 -0.54 -0.366
H -2.56 -1.76 -2.11 -0.098
```


No. 2
# C65H52FGeIrN2O9P3

A structure of composition C65H52FGeIrN2O9P3 in a non-equilibrium geometry (ωB97M-V/def2-TZVPD, the OMol25 dataset).

Summary:
LUMO (alpha / beta): -6.95 / -7.13 eV
relative energy (zero: lowest compared OMol25 entry of this formula, charge and spin): 4.2 kJ/mol
net charge: +2
multiplicity: 2

```
134
Properties=species:S:1:pos:R:3:mulliken_spin:R:1
Ir 0.52 0.21 0.06 0.183
F -4.74 1.00 0.82 0.000
Ge -2.99 0.75 0.67 0.007
C -3.10 0.06 -1.15 -0.008
C -4.33 -0.53 -1.47 -0.003
C -4.64 -0.85 -2.78 0.002
C -3.76 -0.55 -3.81 0.001
C -2.54 0.05 -3.51 0.009
C -2.20 0.30 -2.19 -0.007
P -0.63 1.09 -1.87 0.188
C -0.87 2.83 -2.37 -0.054
C -1.70 3.66 -1.62 -0.004
C -2.01 4.93 -2.08 0.002
C -1.49 5.38 -3.29 -0.001
C -0.68 4.55 -4.05 0.014
C -0.36 3.27 -3.60 0.039
C 0.64 0.55 -2.99 0.329
C 1.95 1.24 -2.78 0.041
C 3.08 0.79 -3.66 0.032
C 3.13 -0.45 -4.10 0.006
C 2.00 -1.39 -3.86 -0.002
C 0.63 -0.77 -3.58 0.027
C -2.80 -0.39 2.21 0.000
C -3.85 -0.31 3.13 -0.002
C -3.91 -1.16 4.22 0.001
C -2.94 -2.14 4.39 -0.002
C -1.90 -2.24 3.49 0.000
C -1.80 -1.32 2.43 0.004
P -0.42 -1.55 1.31 -0.026
C -0.86 -3.18 0.62 0.001
C -2.22 -3.48 0.55 -0.002
C -2.63 -4.76 0.19 0.000
C -1.69 -5.72 -0.16 0.000
C -0.34 -5.41 -0.13 0.001
C 0.08 -4.15 0.27 0.005
C 1.08 -1.88 2.28 0.012
C 1.13 -1.79 3.67 0.008
C 2.29 -2.16 4.35 -0.001
C 3.40 -2.60 3.65 0.001
C 3.37 -2.67 2.27 -0.002
C 2.22 -2.30 1.58 0.008
C -2.44 2.52 1.20 0.002
C -3.50 3.43 1.28 -0.003
C -3.36 4.63 1.97 0.000
C -2.18 4.91 2.63 -0.001
C -1.12 4.03 2.54 0.001
C -1.22 2.84 1.80 0.010
P 0.37 1.94 1.65 -0.004
C 1.47 3.35 1.28 -0.003
C 2.11 4.10 2.27 0.000
C 2.80 5.26 1.94 -0.001
C 2.85 5.70 0.62 0.000
C 2.21 4.97 -0.37 0.000
C 1.53 3.81 -0.03 -0.006
C 0.70 1.49 3.38 0.002
C 1.98 1.43 3.92 -0.001
C 2.15 1.18 5.28 -0.001
C 1.05 0.96 6.09 0.000
C -0.23 0.97 5.55 0.001
C -0.40 1.24 4.20 -0.003
H -5.05 -0.73 -0.69 0.000
H -5.59 -1.32 -3.00 0.000
H -4.02 -0.76 -4.84 0.000
H -1.87 0.31 -4.32 -0.010
H -2.10 3.33 -0.68 -0.003
H -2.65 5.57 -1.49 0.000
H -1.74 6.37 -3.65 0.000
H -0.29 4.89 -5.00 0.001
H 0.25 2.64 -4.22 -0.007
H 1.85 2.33 -2.83 0.026
H 3.88 1.50 -3.84 0.001
H 3.98 -0.81 -4.67 -0.001
H 1.95 -2.13 -4.65 -0.005
H -0.14 -0.94 -4.32 0.074
H -4.65 0.41 2.97 0.000
H -4.73 -1.08 4.92 0.000
H -3.01 -2.84 5.21 0.000
H -1.16 -3.02 3.60 -0.001
H -2.97 -2.75 0.80 0.000
H -3.68 -5.00 0.18 0.000
H -2.01 -6.71 -0.44 0.000
H 0.40 -6.16 -0.39 0.000
H 1.14 -3.96 0.33 0.000
H 0.27 -1.47 4.24 0.000
H 2.30 -2.11 5.43 0.000
H 4.29 -2.90 4.19 0.000
H 4.22 -3.04 1.72 0.000
H 2.21 -2.36 0.50 -0.003
H -4.45 3.20 0.82 0.000
H -4.20 5.32 2.01 0.000
H -2.07 5.82 3.21 0.000
H -0.19 4.28 3.04 0.000
H 2.06 3.81 3.30 0.001
H 3.29 5.83 2.71 0.000
H 3.39 6.60 0.37 0.000
H 2.24 5.29 -1.40 0.000
H 1.03 3.26 -0.81 0.004
H 2.85 1.60 3.30 0.003
H 3.15 1.16 5.70 0.000
H 1.18 0.78 7.15 0.000
H -1.09 0.80 6.18 0.000
H -1.40 1.27 3.79 0.002
C 4.75 -0.24 -0.22 0.000
C 4.00 0.98 0.30 0.004
C 4.93 1.93 1.03 0.002
O 2.89 0.59 1.13 0.002
C 3.38 1.66 -0.90 0.006
O 3.80 2.60 -1.49 0.005
O 2.30 0.91 -1.39 0.042
H 5.25 -0.74 0.61 -0.001
H 5.51 0.06 -0.94 0.000
H 4.06 -0.94 -0.71 0.001
H 5.39 1.41 1.87 0.000
H 4.38 2.80 1.39 0.001
H 5.71 2.28 0.36 0.000
H 3.16 -0.15 1.70 0.002
O 2.02 -2.03 -2.54 0.008
C 0.58 -1.86 -2.39 0.019
O 0.13 -1.43 -1.22 0.022
C -0.18 -3.08 -2.89 -0.016
C -1.56 -3.12 -2.80 0.010
C -2.23 -4.18 -3.38 -0.003
C -1.60 -5.22 -4.03 0.006
C -0.22 -5.16 -4.05 -0.002
C 0.50 -4.12 -3.50 0.005
N 0.52 -6.28 -4.69 0.000
O -0.13 -7.20 -5.12 0.000
O 1.73 -6.18 -4.74 0.000
N -3.71 -4.22 -3.29 0.001
O -4.22 -3.62 -2.37 0.000
O -4.29 -4.89 -4.11 0.000
H -2.12 -2.33 -2.31 0.005
H -2.14 -6.03 -4.48 0.000
H 1.58 -4.15 -3.54 0.002
```


No. 3
# C65H55BF9O7P

A cluster of 9 separate species, C65H55BF9O7P in total in a non-equilibrium geometry (ωB97M-V/def2-TZVPD, the OMol25 dataset).

Summary:
LUMO: -1.50 eV
structure (SMILES): O=C1c2cc(CCCF)c(B(O)O)cc2C(=O)c2c1cccc2P(=O)(O)O.Fc1ccccc1.Fc1ccccc1.Fc1ccccc1.Fc1ccccc1.Fc1ccccc1.Fc1ccccc1.Fc1ccccc1.Fc1ccccc1

```
138
Properties=species:S:1:pos:R:3:mulliken_charge:R:1
O -4.63 0.77 5.33 -0.533
C -4.17 1.52 4.43 0.177
C -4.37 1.25 2.85 0.250
C -4.25 -0.14 2.19 -0.805
C -4.42 -0.29 0.62 0.099
C -4.21 -1.78 0.06 -0.266
C -2.88 -2.38 0.80 0.380
C -1.55 -1.53 0.57 -0.316
F -0.73 -2.07 -0.53 -0.281
C -4.75 0.91 -0.32 0.127
B -4.93 0.85 -1.93 0.848
O -4.85 2.11 -2.65 -0.634
O -5.22 -0.32 -2.72 -0.544
C -4.86 2.33 0.39 -0.720
C -4.68 2.49 1.91 0.525
C -4.73 3.91 2.68 -0.087
O -5.61 4.77 2.44 -0.495
C -3.59 4.07 3.82 0.370
C -3.29 2.84 4.76 0.343
C -2.20 2.88 5.88 -0.277
C -1.41 4.21 6.04 -0.685
C -1.72 5.42 5.12 -0.587
C -2.80 5.39 3.97 -0.059
P -3.00 6.93 2.91 1.033
O -2.15 8.09 3.48 -0.699
O -4.60 7.51 2.78 -0.457
O -2.37 6.53 1.35 -0.529
H -4.04 -1.02 2.88 0.264
H -5.09 -2.42 0.39 0.351
H -3.99 -1.83 -1.06 -0.005
H -2.70 -3.41 0.31 -0.553
H -3.06 -2.61 1.92 0.463
H -1.70 -0.42 0.33 0.197
H -0.88 -1.57 1.51 0.209
H -4.20 2.70 -2.22 0.242
H -4.42 -0.42 -3.30 0.274
H -5.07 3.27 -0.24 0.462
H -1.99 1.95 6.52 0.280
H -0.60 4.24 6.85 0.344
H -1.11 6.39 5.23 0.594
H -4.85 7.35 1.84 0.340
H -2.58 5.56 1.28 0.380
F -1.41 3.15 -1.56 -0.293
C -1.23 3.67 -2.79 0.135
C -1.30 2.85 -3.90 -0.147
C -1.12 3.39 -5.16 -0.350
C -0.86 4.75 -5.30 -0.610
C -0.78 5.57 -4.18 -0.393
C -0.98 5.03 -2.91 -0.558
H -1.50 1.79 -3.77 0.551
H -1.18 2.76 -6.04 0.396
H -0.71 5.18 -6.29 0.389
H -0.58 6.63 -4.29 0.373
H -0.93 5.65 -2.03 0.510
F 6.28 -3.04 -1.29 -0.237
C 4.98 -2.74 -1.20 0.226
C 4.59 -1.42 -1.06 -0.148
C 3.24 -1.11 -0.98 -0.814
C 2.29 -2.13 -1.01 -0.322
C 2.69 -3.45 -1.15 -0.559
C 4.04 -3.76 -1.25 -0.418
H 5.34 -0.64 -1.03 0.415
H 2.92 -0.07 -0.88 0.413
H 1.23 -1.88 -0.94 0.574
H 1.95 -4.24 -1.17 0.443
H 4.37 -4.79 -1.36 0.416
F -0.13 0.70 5.76 -0.216
C 0.02 -0.56 6.18 0.532
C -0.97 -1.15 6.96 -0.223
C -0.81 -2.46 7.39 -0.542
C 0.34 -3.17 7.06 -0.516
C 1.33 -2.57 6.29 -0.422
C 1.17 -1.26 5.84 -0.554
H -1.86 -0.58 7.21 0.384
H -1.59 -2.93 7.99 0.378
H 0.46 -4.19 7.41 0.386
H 2.23 -3.12 6.04 0.378
H 1.93 -0.78 5.23 0.426
F 0.98 6.43 6.03 -0.262
C 2.01 6.95 5.34 0.418
C 2.98 7.68 6.00 -0.453
C 4.04 8.22 5.27 -0.418
C 4.11 8.02 3.90 -0.481
C 3.12 7.29 3.24 -0.482
C 2.07 6.75 3.97 -0.214
H 2.91 7.83 7.07 0.398
H 4.81 8.78 5.78 0.354
H 4.93 8.45 3.33 0.356
H 3.17 7.15 2.17 0.353
H 1.29 6.17 3.47 0.428
F -4.08 -4.99 2.12 -0.332
C -3.08 -5.88 2.14 0.246
C -2.57 -6.35 0.93 -0.119
C -1.53 -7.27 0.95 -0.412
C -1.02 -7.72 2.16 -0.544
C -1.54 -7.25 3.36 -0.414
C -2.57 -6.32 3.35 -0.505
H -2.98 -5.99 0.00 0.467
H -1.11 -7.64 0.01 0.370
H -0.21 -8.44 2.17 0.384
H -1.14 -7.60 4.31 0.379
H -2.99 -5.93 4.27 0.443
F -2.64 -2.08 -3.34 -0.128
C -2.58 -3.39 -3.65 0.162
C -2.26 -4.30 -2.67 0.129
C -2.19 -5.65 -2.98 -0.249
C -2.45 -6.07 -4.28 -0.661
C -2.78 -5.14 -5.27 -0.445
C -2.85 -3.79 -4.95 -0.635
H -2.05 -3.94 -1.67 0.238
H -1.95 -6.37 -2.21 0.345
H -2.40 -7.13 -4.53 0.392
H -2.98 -5.47 -6.28 0.377
H -3.11 -3.05 -5.70 0.462
F -1.16 1.00 -7.55 -0.303
C -0.16 0.10 -7.54 0.384
C 0.34 -0.36 -8.75 -0.428
C 1.37 -1.29 -8.74 -0.446
C 1.88 -1.76 -7.53 -0.475
C 1.37 -1.29 -6.33 -0.581
C 0.34 -0.35 -6.33 -0.193
H -0.08 0.00 -9.68 0.422
H 1.78 -1.66 -9.68 0.360
H 2.69 -2.49 -7.53 0.377
H 1.76 -1.66 -5.39 0.483
H -0.07 0.03 -5.40 0.386
F 9.63 0.41 -4.20 -0.305
C 9.79 -0.84 -3.75 0.325
C 8.79 -1.42 -2.99 -0.483
C 8.95 -2.73 -2.53 -0.225
C 10.11 -3.43 -2.84 -0.645
C 11.11 -2.84 -3.61 -0.334
C 10.94 -1.54 -4.07 -0.446
H 7.90 -0.86 -2.75 0.397
H 8.18 -3.19 -1.94 0.618
H 10.24 -4.45 -2.48 0.378
H 12.01 -3.39 -3.85 0.360
H 11.70 -1.06 -4.68 0.402
```


Number 1: E -105007.934 eV. Number 2: E -179577.610 eV. Number 3: E -117047.045 eV.